(1)
ORCA calculation (wB97M-V/def2-TZVPD) on C7H7N4PdSTe4 as an isolated structure.

The calculation puts the calculated total energy at -2088.2392 Eh. The total charge is -1.

Structure (XYZ):
```
24
C7H7N4PdSTe4 | the OMol25 dataset | wB97M-V/def2-TZVPD
Te -1.01321 -1.39522 3.03000
Te -1.43317 -3.18894 0.91348
Te -0.68440 -3.02851 5.15190
Te 0.72279 -4.72938 0.65187
Pd -1.11826 -0.75328 0.00897
S -3.39591 -0.33953 -0.00629
N -2.13318 1.94194 -0.85185
N 0.97586 -0.52376 -0.23477
N -1.04082 1.16797 -0.65873
N -4.39523 1.99076 -0.72859
C 3.60646 0.30707 -0.54537
C 1.98147 -1.32616 0.08055
C -3.23863 1.29626 -0.55530
C 0.12647 1.60560 -0.94938
C 2.56008 1.16276 -0.85647
C 1.25718 0.72580 -0.68576
C 3.31118 -0.95267 -0.06613
H 4.63209 0.63065 -0.66747
H 1.72519 -2.31317 0.45796
H 4.08200 -1.65979 0.20541
H -5.22541 1.62703 -0.29545
H 0.26566 2.60055 -1.35779
H -4.30931 2.98785 -0.82362
H 2.74110 2.16618 -1.21716
```

These are the Löwdin partial charges, in e, on atoms 1 to 6: -0.208 -0.018 -0.381 -0.135 0.246 0.535


(2)
ORCA calculation (wB97M-V/def2-TZVPD) on a 13-piece molecular cluster, C53H56Cl6N10 overall in a non-equilibrium geometry.

The calculation puts the calculated total energy at -5361.8118 Eh.

Structure (XYZ):
```
125
C53H56Cl6N10 | the OMol25 dataset | wB97M-V/def2-TZVPD
Cl 3.56254 2.23241 -5.38773
Cl -2.61061 -3.38374 -3.56463
Cl -4.70894 -0.65069 -3.75994
Cl 0.17595 -3.32549 -4.62527
Cl -5.06836 2.14590 -3.15146
Cl 3.40164 -0.40038 -3.95916
N 3.89266 -2.55274 2.52925
N 3.92165 2.19151 3.96624
N 3.63340 4.89784 -0.76515
N -4.94683 0.53619 3.27574
N 0.76527 -6.39821 0.66830
N -0.83996 5.11895 1.31921
N -1.22643 -0.34556 -1.75381
N -2.52759 -4.80461 1.46769
N 0.43528 2.69287 -4.26880
N -1.68554 -1.97174 3.90344
C 1.03927 -1.30079 4.02529
C 0.06366 -0.29812 4.05354
C -4.67898 -4.18080 -0.18801
C -1.24680 2.93479 2.09784
C 5.24291 3.10329 -0.70625
C -4.37144 1.92542 0.95143
C 3.90151 -0.91829 0.77822
C -1.41190 4.63434 -3.31357
C 3.89143 -1.27572 2.10375
C 0.89519 -5.14089 0.24550
C 3.31711 4.51909 4.05566
C -0.10641 5.00770 -3.66335
C 2.33136 3.15645 2.38799
C -0.66218 3.30100 -0.20682
C -1.07469 2.45330 0.77837
C 3.12665 2.14547 2.90260
C -4.16785 -0.00607 2.33544
C 0.43800 -1.22498 0.38742
C 2.69891 4.09283 -1.26031
C -1.75287 3.29691 -3.49433
C 3.82276 -3.48297 1.56298
C 3.85467 -1.89556 -0.19886
C -0.93085 -1.55164 0.35463
C 0.32204 -5.64996 -2.00609
C -5.22635 2.49142 1.91637
C -4.62507 -3.66579 1.12494
C -0.48966 4.64539 0.12222
C -1.27058 -0.68640 3.96231
C 0.68732 -4.69391 -1.02184
C 3.95525 3.38079 4.55172
C -1.34312 -2.39195 -4.34834
C -1.66151 -1.14617 -0.76456
C 0.47204 -7.30686 -0.25322
C -5.37695 1.78219 3.12720
C 0.65157 -2.62479 3.85295
C 2.93162 2.74074 -1.51099
C -3.84695 0.64168 1.17900
C 0.93981 -0.44696 -0.67934
C -1.07924 4.27441 2.31233
C -4.29608 0.62416 -2.64127
C -3.66910 -4.98620 -0.65124
C -3.54831 -4.05943 1.93192
C 3.80646 -3.22315 0.18222
C 0.22204 -6.99023 -1.59700
C 0.75555 4.01479 -4.07705
C 3.00909 0.53467 -5.46525
C 0.05112 -0.06085 -1.65930
C -0.83542 2.42642 -4.01274
C 4.22008 2.24709 -1.27985
C 4.84462 4.40480 -0.50805
C -2.58477 -5.18626 0.21651
C 2.43095 4.42250 2.98891
C -0.71323 -2.90425 3.83575
H -4.64488 0.36017 -1.63831
H 3.71842 -3.99854 -0.55772
H -2.75498 2.95351 -3.34202
H -3.22031 0.21282 0.44850
H 1.69578 2.92656 1.57676
H -2.73209 -1.44469 -0.81689
H 1.94234 0.62793 -5.64429
H 2.09898 -1.08256 4.15029
H -0.39213 3.01027 -1.23511
H -3.21876 0.74714 -2.59700
H 0.22991 0.75358 4.25053
H -4.18114 2.47168 0.01185
H 4.11696 -0.47960 2.81046
H 3.53741 5.51371 4.43992
H -3.49235 -3.67725 2.98940
H 6.29388 2.82392 -0.60149
H -0.04243 5.28311 -0.67323
H 4.45075 3.48220 5.45570
H -1.31136 1.45910 0.46640
H 3.00590 1.17184 2.39812
H -1.11293 -3.90227 3.70125
H 1.96687 5.32153 2.53888
H 1.23389 -4.44320 0.99068
H -5.49120 -3.20479 1.62600
H 4.49750 1.22637 -1.56833
H 4.03675 0.10507 0.46936
H -1.23283 -1.50885 -3.66001
H -3.68897 -0.94638 2.53421
H 0.46076 -8.35300 0.04495
H -5.53132 -4.06325 -0.83192
H -1.41282 -2.23297 1.04890
H 1.92319 -0.00430 -0.74034
H 0.24268 5.99313 -3.58634
H -3.71577 -5.56512 -1.53304
H 1.40831 -3.37547 3.71893
H -0.02227 -7.76127 -2.28860
H -1.23004 4.72815 3.27810
H -0.03880 -5.32022 -2.99936
H -5.90840 2.16753 4.02347
H 3.80521 -1.64457 -1.27061
H -1.98968 5.43018 -2.82992
H 3.98208 -4.51823 1.91989
H -1.10458 1.39931 -4.15128
H 3.65648 0.05813 -6.16740
H 0.77194 -3.63137 -1.28656
H 0.45425 0.59533 -2.44434
H -1.60674 -2.13728 -5.33598
H 1.80318 4.24386 -4.23253
H -1.48328 2.29292 2.92491
H 5.54569 5.01922 0.03828
H -2.09727 0.01803 3.98851
H 1.05701 -1.50845 1.20835
H 1.75370 4.59742 -1.49372
H -1.72326 -5.73162 -0.04842
H 2.16144 2.13915 -1.95647
H -5.59745 3.51712 1.76724
```

These are the Löwdin partial charges, in e, on atoms 1 to 6: 0.517 0.504 0.540 0.518 0.538 0.480


(3)
ORCA calculation (wB97M-V/def2-TZVPD) on a 2-piece molecular cluster, C2H3NO2 overall in a non-equilibrium geometry.

The calculation puts the calculated total energy at -283.0911 Eh. As for the SMILES: C=C=O.N=O.

Structure (XYZ):
```
8
C2H3NO2 | the OMol25 dataset | wB97M-V/def2-TZVPD
O 0.24871 -2.00268 1.05612
O -1.69707 0.61245 0.45933
N -2.02272 1.62471 -0.04790
C 0.88725 -1.35656 0.35269
C 1.65438 -0.47647 -0.21290
H 1.41389 0.56708 -0.07284
H -2.87714 1.69754 -0.66748
H 2.39269 -0.66608 -0.86703
```

These are the Löwdin partial charges, in e, on atoms 1 to 6: 0.178 -0.039 -0.009 -0.291 0.014 0.069


(4)
ORCA calculation (wB97M-V/def2-TZVPD) on an isolated molecule of C4H5NO in a non-equilibrium geometry.

The calculation puts the calculated total energy at -285.3833 Eh. As for the SMILES: C[C@H](C#N)C=O.

Structure (XYZ):
```
11
C4H5NO | the OMol25 dataset | wB97M-V/def2-TZVPD
O -1.31118 -0.26854 -1.36910
N -1.02653 -0.09840 2.01796
C -0.38624 0.20741 1.09567
C -0.20478 0.18526 -1.31298
C 1.76602 -0.40388 0.04321
C 0.53383 0.47985 -0.01603
H 2.34582 -0.18700 0.92252
H 0.43630 0.33594 -2.17071
H 2.38638 -0.23441 -0.82048
H 0.80440 1.56523 0.01543
H 1.44933 -1.45448 0.02107
```

These are the Löwdin partial charges, in e, on atoms 1 to 6: 0.098 0.169 -0.195 -0.242 -0.054 -0.328


What is the calculated total energy in the third record?
-283.0911 Eh


Which value of calculated total energy does entry 1 give?
-2088.2392 Eh